[1]
Computed, not measured: a structure of composition C37H39N3O3P2SSe2Tl at a distorted geometry, with the ωB97M-V functional and the def2-TZVPD basis.

Geometry (Å):
Tl -0.243 -1.742 0.563
Se -0.248 2.748 0.219
Se 2.116 0.063 -1.091
S -1.227 1.126 1.822
P -2.395 -2.752 -1.929
P 1.667 2.090 -0.659
O -2.152 -2.349 2.154
O -1.620 0.202 -0.896
O 1.649 -1.813 2.348
N 1.862 -0.198 4.026
N -2.698 0.635 -0.365
N 0.506 -0.071 4.189
C 1.956 4.419 -4.666
C 0.774 4.454 -3.943
C -3.742 -3.118 -3.165
C -1.049 -2.603 -4.520
C -1.310 -5.398 -2.520
C -1.943 -4.495 -1.462
C -2.385 0.365 4.586
C -0.977 -2.272 -3.030
C 5.048 4.054 1.813
C 5.728 -1.600 1.551
C 6.495 -0.604 2.140
C 5.904 0.284 3.030
C 2.928 2.989 -2.991
C -4.581 -0.314 3.876
C 0.676 3.775 -2.732
C -1.791 -0.624 3.763
C -3.859 1.764 1.394
C -3.746 0.530 4.646
C 3.030 3.679 -4.188
C 1.757 3.051 -2.234
C 4.553 0.179 3.334
C 5.344 3.255 0.716
C -5.039 1.692 0.685
C -3.862 0.569 -1.065
C 4.327 2.625 0.017
C 3.735 4.179 2.237
C -2.639 -1.475 2.938
C 3.781 -0.826 2.754
C 2.994 2.827 0.378
C 2.708 3.571 1.521
C -5.048 -3.448 -2.433
C 2.310 -0.984 3.046
C -2.689 1.197 0.898
C -5.036 1.069 -0.557
C 4.377 -1.709 1.858
C -4.055 -1.270 3.049
C -0.362 -0.941 3.791
H -3.765 0.106 -2.033
H 4.567 1.955 -0.799
H -0.365 -4.986 -2.877
H -1.887 -2.097 -5.002
H -4.181 1.286 5.291
H 3.753 2.379 -2.654
H -2.857 -4.951 -1.075
H 3.497 4.755 3.124
H -5.294 -2.659 -1.717
H -0.865 -1.194 -2.898
H -5.885 -3.556 -3.128
H -1.152 -3.675 -4.704
H -0.077 5.011 -4.314
H 6.499 1.071 3.480
H 2.035 4.951 -5.606
H 5.845 4.555 2.352
H -0.132 -2.266 -5.012
H 6.179 -2.286 0.843
H -5.951 2.109 1.094
H 3.759 -2.478 1.413
H 1.685 3.683 1.847
H -3.810 2.238 2.364
H -5.940 0.986 -1.145
H -0.096 -1.927 3.447
H -3.456 -3.931 -3.838
H -0.078 -2.705 -2.586
H 4.069 0.861 4.020
H -1.971 -5.545 -3.376
H 7.549 -0.514 1.897
H -1.268 -4.402 -0.611
H -3.881 -2.225 -3.781
H 6.373 3.119 0.403
H -1.723 0.969 5.200
H -4.958 -4.381 -1.870
H 3.953 3.637 -4.754
H -4.688 -1.913 2.445
H -1.099 -6.382 -2.094
H -5.659 -0.191 3.935
H -0.250 3.808 -2.175

charge = -1
ΔE to the lowest compared entry with this formula, charge and spin = 2.929 eV
Kohn-Sham gap = 4.9384 eV

Results of the Löwdin charge analysis, in e, for atoms 1 through 8: Tl 0.83; Se 0.56; Se 0.27; S 0.76; P 0.93; P 0.22; O -0.22; O -0.30

***

[2]
Computed, not measured: a structure of composition C37H40AlF32I2O10 at a distorted geometry, with the ωB97M-V functional and the def2-TZVPD basis.

Geometry (Å):
I 0.602 -5.628 2.144
I -2.634 -5.055 2.769
Al -0.286 -3.172 -0.131
F -3.878 -10.253 2.499
F 3.689 -8.560 -6.390
F -0.915 -2.619 -5.037
F 0.928 0.644 -3.163
F 0.852 11.485 0.472
F -2.462 1.227 0.354
F 2.416 10.082 0.950
F -5.378 -8.968 3.370
F 0.877 10.523 2.399
F 0.921 -1.895 7.647
F -1.173 -0.008 -5.845
F -2.013 4.336 -0.937
F 0.259 1.079 -0.366
F 8.077 14.108 -3.151
F 2.528 -8.976 -8.164
F 6.823 12.541 -3.944
F -2.399 1.366 -3.810
F 1.181 -2.191 5.519
F -2.318 -1.451 -3.922
F -2.083 3.153 1.171
F 0.129 3.048 -2.197
F 3.989 -7.379 -8.171
F -3.306 -8.342 3.325
F -3.279 2.710 -1.501
F 0.763 -0.722 -5.303
F 8.420 12.058 -2.565
F 0.017 -3.597 6.672
F 0.139 1.879 -4.712
F -1.581 3.599 -3.334
F -1.625 0.423 -2.048
F -0.214 1.391 1.699
F 0.490 3.045 0.526
O 0.727 8.035 0.947
O -3.835 -11.230 5.031
O -0.694 -0.193 6.416
O -3.820 -9.111 5.791
O -0.747 9.370 -0.112
O 6.556 14.066 -0.913
O 1.535 -7.013 -5.839
O 1.601 -6.257 -7.960
O 5.712 12.090 -1.585
O -1.989 -1.956 5.883
C -2.246 -1.332 1.719
C 3.563 12.926 -0.808
C -0.158 0.857 -3.894
C -1.461 -1.996 1.023
C -2.195 -9.879 7.430
C 1.649 -2.615 -0.005
C 1.978 -7.025 -6.947
C 1.986 -2.156 1.442
C 0.312 -2.311 6.523
C 3.068 -7.998 -7.421
C 1.090 -4.056 -7.035
C -0.953 -1.487 6.240
C -0.619 -5.128 0.441
C -1.779 0.701 6.123
C -0.437 -0.374 -4.805
C 0.349 6.441 -0.862
C 1.106 10.335 1.092
C -2.658 -6.691 0.274
C 7.474 12.961 -2.854
C 4.781 12.088 -0.484
C -3.894 -10.048 4.856
C -4.109 -9.389 3.486
C -0.266 -2.066 -2.874
C -1.057 -3.052 -2.014
C -3.649 -9.573 7.139
C -1.148 2.741 -2.397
C -1.010 -1.622 -4.109
C -0.247 1.935 0.497
C -2.739 0.796 7.290
C -1.333 1.301 -2.997
C 0.236 9.195 0.545
C -2.160 -5.312 0.667
C -1.721 2.297 0.193
C 0.548 -5.310 -7.685
C 6.522 13.134 -1.661
C -0.009 6.859 0.547
C -2.030 3.025 -1.163
H 1.908 -1.781 -0.658
H -2.286 0.389 5.210
H 0.006 -1.243 -2.223
H -3.999 -8.763 7.775
H 2.749 -1.375 1.465
H 3.106 12.585 -1.737
H 0.055 7.201 -1.586
H 1.115 -1.772 1.973
H 0.298 -3.322 -6.910
H -1.838 -10.703 6.812
H -3.740 -6.663 0.160
H 0.272 6.081 1.254
H -0.226 -5.774 -7.076
H 2.367 -2.977 2.036
H 3.830 13.975 -0.942
H -1.079 7.030 0.656
H -1.321 1.669 5.930
H -2.090 -2.733 -1.897
H 1.515 -4.273 -6.056
H -2.406 -7.440 1.012
H 0.639 -2.571 -3.187
H 5.273 12.423 0.428
H 0.108 -5.073 -8.651
H -2.207 1.083 8.199
H -2.253 -7.003 -0.687
H -3.512 1.536 7.086
H 2.829 12.856 -0.009
H -0.373 -5.754 -0.413
H -3.220 -0.163 7.480
H -1.068 -4.047 -2.464
H -1.574 -9.010 7.211
H 4.491 11.051 -0.338
H -0.151 5.511 -1.115
H 1.881 -3.622 -7.648
H 2.261 -3.496 -0.198
H -2.716 -4.534 0.156
H -3.103 -0.857 2.109
H -4.287 -10.437 7.325
H -2.067 -10.150 8.478
H 1.426 6.299 -0.957

charge = -1
ΔE to the lowest compared entry with this formula, charge and spin = 0.671 eV
Kohn-Sham gap = 6.8792 eV

Results of the Löwdin charge analysis, in e, for atoms 1 through 8: I 0.70; I 0.77; Al 0.18; F 0.17; F 0.17; F 0.09; F 0.17; F 0.16

***

[3]
Computed, not measured: a structure of composition C37H40ClN7P2SV at a distorted geometry, with the ωB97M-V functional and the def2-TZVPD basis.

Geometry (Å):
V 0.153 -0.688 -0.248
Cl 0.821 -2.801 -0.960
S 0.824 2.312 0.835
P 2.417 -0.571 1.023
P -1.317 0.653 -1.669
N 4.679 -1.915 1.878
N 5.013 0.453 1.454
N -1.006 -1.453 1.252
N -0.133 0.908 0.976
N 3.789 -0.298 3.409
N 1.522 -0.147 -2.079
N -1.675 1.844 2.491
C 2.447 -0.216 2.858
C -1.664 3.466 -1.552
C -1.643 -0.534 2.011
C -3.722 4.509 -0.872
C 3.818 0.612 0.577
C -2.561 -0.882 2.990
C -2.173 -3.168 2.452
C -1.264 -2.744 1.498
C -0.725 2.091 -4.029
C -0.283 5.794 2.561
C 5.584 -0.972 1.334
C -2.686 -0.286 -2.415
C 1.935 1.302 -4.036
C -0.653 -2.055 -1.512
C -2.912 -0.346 -3.788
C -1.459 5.456 3.208
C -2.179 2.210 -1.226
C -0.262 1.214 -3.041
C -1.140 0.835 1.798
C -3.528 -0.989 -1.548
C -2.439 4.604 -1.386
C 1.069 0.826 -3.060
C -3.992 -1.064 -4.282
C -2.850 -2.221 3.203
C -1.932 4.153 3.151
C -4.611 -1.694 -2.047
C -4.848 -1.725 -3.414
C -4.222 3.273 -0.495
C -3.457 2.131 -0.668
C 0.138 2.572 -4.996
C -1.222 3.184 2.461
C 3.474 -2.113 1.085
C 4.666 0.707 2.932
C 1.471 2.179 -5.000
C -0.059 3.537 1.792
C 4.390 -1.623 3.280
C 0.412 4.835 1.833
H 3.744 -2.433 0.075
H 5.605 0.693 3.486
H 6.533 -0.985 1.870
H -5.695 -2.275 -3.802
H -2.251 0.156 -4.478
H -2.853 3.880 3.655
H 3.709 -2.372 3.680
H -1.756 2.420 -4.017
H -0.716 -3.477 0.925
H 0.100 6.804 2.614
H -3.325 -0.993 -0.481
H 4.134 0.436 -0.453
H 5.731 1.125 1.173
H -2.011 6.201 3.765
H -3.046 -0.129 3.594
H -2.339 -4.225 2.600
H -4.162 -1.110 -5.350
H -0.674 3.564 -1.969
H 1.803 -0.938 3.367
H 2.887 -2.916 1.535
H 5.767 -1.163 0.276
H 2.491 0.052 -1.862
H -4.335 5.396 -0.775
H 4.215 1.697 3.003
H 2.969 0.973 -4.057
H 3.449 1.634 0.651
H -2.516 1.684 3.020
H -3.571 -2.521 3.951
H -0.651 -1.950 -2.595
H -1.516 -2.641 -1.208
H -3.884 1.166 -0.421
H -5.225 3.191 -0.094
H -5.267 -2.226 -1.371
H 2.034 0.780 3.029
H -0.227 3.266 -5.742
H -2.041 5.568 -1.678
H 5.315 -1.656 3.856
H 2.144 2.551 -5.760
H 1.548 -1.045 -2.560
H 1.321 5.099 1.306

charge = +3
spin multiplicity = 3
Kohn-Sham gap (spin up / spin down) = 6.9620 / 6.6753 eV

Results of the Löwdin charge analysis, in e, for atoms 1 through 8: V 0.26; Cl 0.73; S 1.01; P 1.02; P 1.11; N -0.14; N -0.06; N 0.00

***

[4]
Computed, not measured: a structure of composition C37H40HgOP2 at a distorted geometry, with the ωB97M-V functional and the def2-TZVPD basis.

Geometry (Å):
Hg 0.408 2.652 -5.495
P -1.779 -0.888 -2.717
P 2.116 -0.221 -0.708
O -1.065 3.996 -0.251
C -3.974 2.405 -1.743
C 2.845 1.055 -1.811
C 3.887 -3.915 -0.708
C 4.136 3.042 -3.299
C -2.533 -3.148 -1.250
C -3.049 -4.443 -1.133
C -3.350 -5.184 -2.283
C -2.336 -2.600 -2.529
C 0.719 -0.151 -6.665
C 0.299 -0.341 -5.177
C -5.296 1.973 -1.902
C 5.228 -3.640 -1.011
C -2.591 -3.364 -3.689
C -2.203 1.625 -6.664
C 3.828 3.267 -1.951
C 0.141 2.239 -7.541
C 4.713 -1.277 -1.160
C 0.552 3.672 -3.683
C 0.797 -0.909 -1.719
C -5.556 0.647 -2.259
C 2.953 -2.881 -0.653
C 3.145 0.834 -3.164
C -1.463 1.552 -5.314
C -1.299 1.915 -7.889
C -4.508 -0.251 -2.452
C 3.783 1.834 -3.907
C 5.636 -2.321 -1.236
C -2.247 2.223 1.183
C 1.048 1.294 -6.981
C -3.179 0.189 -2.305
C -1.647 3.160 0.311
C -2.922 1.529 -1.963
C -0.496 -0.497 -1.549
C 3.359 -1.553 -0.891
C 3.156 2.293 -1.217
C -3.111 -4.649 -3.557
C -1.026 0.259 -4.928
H -2.940 2.442 -6.596
H -0.357 4.272 -3.547
H 5.038 -0.250 -1.329
H -3.756 3.438 -1.471
H 0.589 3.028 -8.153
H 5.954 -4.451 -1.057
H -2.588 1.361 0.579
H -2.295 -2.555 -0.364
H -3.127 2.693 1.666
H 4.641 3.821 -3.876
H 4.012 1.663 -4.963
H -2.767 0.700 -6.867
H -0.070 -0.551 -7.326
H -0.797 0.070 -0.653
H 6.680 -2.095 -1.463
H 2.888 2.468 -0.172
H 0.653 2.950 -2.868
H -6.111 2.679 -1.743
H 1.442 4.309 -3.725
H -3.213 -4.867 -0.142
H 1.905 -3.096 -0.437
H 0.292 -1.415 -4.928
H -1.498 1.888 1.930
H -4.702 -1.294 -2.715
H 1.057 0.121 -4.514
H -1.842 -0.508 -4.910
H -2.390 -2.933 -4.674
H 1.062 -1.717 -2.415
H -3.765 -6.188 -2.188
H 2.912 -0.125 -3.634
H -6.586 0.308 -2.383
H 1.627 -0.752 -6.843
H 4.107 4.208 -1.472
H -3.332 -5.235 -4.454
H 3.568 -4.939 -0.504
H -2.062 2.065 -4.542
H -1.353 1.068 -8.593
H -1.737 2.779 -8.420
H -1.893 1.896 -1.917
H 2.112 1.456 -7.199

ΔE to the lowest compared entry with this formula, charge and spin = 0.000 eV
Kohn-Sham gap (spin up / spin down) = 5.3369 / 5.2559 eV

Results of the Löwdin charge analysis, in e, for atoms 1 through 8: Hg 1.26; P 1.05; P 1.03; O 0.10; C -0.09; C -0.40; C -0.09; C -0.09

***

| no. | electronic energy (eV) |
| --- | --- |
| 1 | -214413.763 |
| 2 | -169253.905 |
| 3 | -117049.921 |
| 4 | -63806.925 |